Below is a molecular structure, C3H5LiNdO4 at a distorted geometry, with properties calculated with the ωB97M-V functional and the def2-TZVPD basis.

ORCA input file:
```
! RIJCOSX wB97M-V def2-TZVPD def2/J DEFGRID3
* xyz 2 5
Nd -2.524 1.587 -0.117
O -1.212 0.849 2.027
C -0.162 1.167 2.564
H 0.363 2.100 2.284
H 0.184 0.629 3.463
C 1.188 0.251 -0.916
O 0.411 -0.972 -0.647
C -0.680 -1.211 -1.295
O -1.689 -0.501 -1.287
O -0.549 -2.279 -2.050
Li 3.013 -0.015 0.077
H 1.393 0.334 -2.002
H 0.559 1.101 -0.590
H -0.294 -3.039 -1.511
*
```

## Properties
Gap between HOMO and LUMO (spin up / spin down), Eh: 0.2548 / 0.2576
E_LUMO (spin up / spin down), eV: -8.066 / -7.997
Largest force on an atom, eV/Å: 2.0
HOMO energy (spin up / spin down), eV: -15.00 / -15.01


Below is a molecular structure, C3H5MnO3 at a distorted geometry, with properties calculated with the ωB97M-V functional and the def2-TZVPD basis.

ORCA input file:
```
! RIJCOSX wB97M-V def2-TZVPD def2/J DEFGRID3
* xyz 0 7
H -0.882 1.096 2.520
O -0.683 0.352 -0.930
C 0.302 -0.405 -1.267
C -0.624 0.564 0.699
O 0.546 -0.793 -2.415
O 1.119 -0.703 -0.282
C 0.554 -0.367 1.004
Mn 0.034 -0.331 -4.158
H -1.590 0.137 0.988
H -0.358 1.623 0.774
H 0.240 -1.298 1.485
H 1.343 0.124 1.581
*
```

## Properties
Relative energy (zero: lowest compared OMol25 entry of this formula, charge and spin), kJ/mol: 377.9
Gap between HOMO and LUMO (spin up / spin down), Eh: 0.1888 / 0.1581
E_LUMO (spin up / spin down), eV: -0.650 / -1.421
Largest force on an atom, eV/Å: 3.7
HOMO energy (spin up / spin down), eV: -5.79 / -5.72


Below is C3H5N in the gas phase at a distorted geometry, with properties calculated with the ωB97M-V functional and the def2-TZVPD basis.

ORCA input file:
```
! RIJCOSX wB97M-V def2-TZVPD def2/J DEFGRID3
* xyz 0 1
C 0.854 1.711 0.169
C 0.467 0.564 0.236
C 0.110 -0.815 0.260
N -1.054 -0.962 -0.665
H 1.112 2.692 0.284
H -0.036 -1.052 1.384
H 0.916 -1.309 -0.211
H -1.846 -0.393 -0.374
H -1.347 -1.959 -0.417
*
```

## Properties
SMILES string: C#CCN
Relative energy (zero: lowest compared OMol25 entry of this formula, charge and spin), kJ/mol: 222.3
Gap between HOMO and LUMO, Eh: 0.3958
E_LUMO, eV: 0.976
Largest force on an atom, eV/Å: 3.3
HOMO energy, eV: -9.79


Below is a gas-phase ion, C3H5N2 (charge +1) at a distorted geometry, with properties calculated with the ωB97M-V functional and the def2-TZVPD basis.

ORCA input file:
```
! RIJCOSX wB97M-V def2-TZVPD def2/J DEFGRID3
* xyz 1 1
C 1.093 -0.447 -0.247
C -0.079 -0.214 0.380
C -1.269 -0.113 -0.837
N -1.263 -1.000 0.272
N -0.805 1.079 0.114
H 1.843 0.406 -0.529
H 1.612 -1.501 -0.396
H -1.312 -1.960 0.179
H -1.602 1.444 0.749
H -0.236 1.831 -0.122
*
```

## Properties
Relative energy (zero: lowest compared OMol25 entry of this formula, charge and spin), kJ/mol: 651.5
Gap between HOMO and LUMO, Eh: 0.3573
E_LUMO, eV: -5.377
Largest force on an atom, eV/Å: 4.8
HOMO energy, eV: -15.10


Below is a gas-phase ion, C3H5N2 (charge +1) at a distorted geometry, with properties calculated with the ωB97M-V functional and the def2-TZVPD basis.

ORCA input file:
```
! RIJCOSX wB97M-V def2-TZVPD def2/J DEFGRID3
* xyz 1 1
C 1.677 -0.317 -2.239
N 0.781 -0.150 -1.499
C -0.389 -0.171 -0.847
C -0.708 0.064 0.472
N -0.050 0.179 1.580
H 2.560 -0.080 -2.775
H -1.344 -0.357 -1.388
H -1.867 0.293 0.600
H -0.499 0.735 2.259
H 0.910 -0.081 1.656
*
```

## Properties
SMILES string: C#[N+]/C=C\N
Relative energy (zero: lowest compared OMol25 entry of this formula, charge and spin), kJ/mol: 300.8
Gap between HOMO and LUMO, Eh: 0.3203
E_LUMO, eV: -4.907
Largest force on an atom, eV/Å: 3.7
HOMO energy, eV: -13.62


Below is a molecular structure, C3H5N2 at a distorted geometry, with properties calculated with the ωB97M-V functional and the def2-TZVPD basis.

ORCA input file:
```
! RIJCOSX wB97M-V def2-TZVPD def2/J DEFGRID3
* xyz 1 1
C 0.880 -1.126 -0.208
C -1.630 -0.697 0.029
C 0.461 0.842 -0.071
N -0.405 -0.357 -0.224
N 1.618 -0.025 0.018
H -2.314 0.153 0.289
H -1.821 -1.774 -0.045
H 0.494 1.407 -1.012
H 0.266 1.328 0.839
H 2.451 0.250 0.384
*
```

## Properties
Relative energy (zero: lowest compared OMol25 entry of this formula, charge and spin), kJ/mol: 483.0
Gap between HOMO and LUMO, Eh: 0.3019
E_LUMO, eV: -6.193
Largest force on an atom, eV/Å: 6.8
HOMO energy, eV: -14.41